[1]
{"formula": "C5H13N2O", "method": "ωB97M-V/def2-TZVPD", "total_charge": 1, "gap_ev": 9.6, "elements": ["C", "C", "N", "N", "H", "H", "H", "H", "H", "H", "H", "C", "C", "C", "O", "H", "H", "H", "H", "H", "H"], "xyz": [[0.7890, -1.4243, 2.2382], [-0.1688, -1.1877, 1.3431], [-1.1774, -0.1506, 1.6207], [1.7516, -2.3847, 2.1544], [0.7847, -0.8845, 3.1771], [-0.2866, -1.6771, 0.3859], [-2.0757, -0.4167, 1.2220], [-1.3079, -0.0134, 2.6201], [-0.9040, 0.7632, 1.1704], [1.9710, -2.7259, 1.2312], [2.5505, -2.2554, 2.7549], [-0.3316, 0.6855, -3.3555], [-0.7258, 1.2267, -2.0161], [0.1596, 1.4945, -1.0776], [-0.2282, 1.9772, 0.1759], [-0.5538, 1.4122, -4.1353], [0.7330, 0.4660, -3.3946], [-0.8974, -0.2143, -3.5926], [-1.7760, 1.4310, -1.8618], [1.2245, 1.3449, -1.2036], [0.4694, 2.5334, 0.5431]], "nbo_charge": [0.049, -0.220, -0.692, -0.763, 0.202, 0.230, 0.436, 0.432, 0.470, 0.397, 0.406, -0.636, -0.225, 0.075, -0.742, 0.235, 0.217, 0.225, 0.213, 0.185, 0.506]}


[2]
{"formula": "C4H23NO10", "method": "ωB97M-V/def2-TZVPD", "smiles": "NC(=O)CCC=O.O.O.O.O.O.O.O.O", "gap_ev": 9.9, "elements": ["N", "C", "O", "C", "C", "C", "O", "H", "H", "H", "H", "H", "H", "H", "O", "H", "H", "O", "H", "H", "O", "H", "H", "O", "H", "H", "O", "H", "H", "O", "H", "H", "O", "H", "H", "O", "H", "H"], "xyz": [[-0.7706, -1.0699, 2.6363], [-0.2125, 0.1645, 2.6123], [0.9760, 0.3269, 2.8865], [-1.0186, 1.3406, 2.1413], [-0.9330, 1.3343, 0.6187], [-1.5140, 2.5555, 0.0019], [-1.5726, 2.6946, -1.2001], [-1.4945, -1.4145, 2.0113], [-0.3352, -1.7865, 3.1891], [-0.5940, 2.2949, 2.5013], [-2.0440, 1.3780, 2.4806], [-1.1678, 0.4197, 0.0804], [0.1474, 1.3553, 0.3488], [-1.6622, 3.4861, 0.5853], [-3.5659, 0.7184, -0.4745], [-3.1139, 0.9595, -1.2870], [-3.2025, -0.1132, -0.1492], [-0.5173, -2.3493, -1.8940], [-0.6545, -1.3804, -2.0108], [0.4365, -2.5063, -1.9095], [-2.3201, -2.0426, 0.2940], [-1.5970, -1.9405, -0.3463], [-2.8236, -2.8515, 0.2931], [3.3841, -1.5530, 0.8885], [3.1702, -1.6445, 1.8238], [3.4641, -0.5677, 0.7279], [-0.7581, 0.2615, -2.3476], [-1.0403, 0.4595, -3.2527], [0.1061, 0.6923, -2.1957], [2.2866, -1.6561, -1.6735], [3.2296, -1.6999, -1.8989], [2.3787, -1.7894, -0.7003], [1.6625, 1.0764, -2.9786], [1.9997, 1.6957, -2.3203], [2.0921, 0.2214, -2.8424], [2.8870, 0.9641, 1.1594], [2.4737, 1.3072, 0.3690], [2.2176, 0.6588, 1.8319]], "nbo_charge": [-0.833, 0.711, -0.684, -0.504, -0.511, 0.455, -0.541, 0.439, 0.401, 0.237, 0.235, 0.254, 0.216, 0.125, -0.968, 0.485, 0.486, -1.015, 0.495, 0.496, -1.020, 0.523, 0.500, -1.009, 0.481, 0.504, -0.984, 0.494, 0.506, -1.002, 0.478, 0.515, -0.950, 0.474, 0.503, -0.977, 0.467, 0.518]}


In eV/A, the F_max values for the records above are, in order, 0.4; 2.2.
In kJ/mol, the energy relative to the best compared isomer or geometry (same formula, charge and spin) values for the records above are, in order, 194.6; 129.5.